(1)
Molecular formula: C2H8N4O2Rb
Method: DFT, ωB97M-V/def2-TZVPD

Structure (XYZ):
```
17
Properties=species:S:1:pos:R:3
Rb -0.7578 0.9014 0.3756
C -0.1532 -0.7648 2.1730
O 0.6431 -0.0055 1.6243
N -0.5041 -0.6796 3.4058
N -0.6124 -1.7914 1.5844
H 0.0649 -0.0504 3.9538
H -1.3811 -1.0490 3.7444
H -1.2293 -2.4509 2.0367
H -0.3946 -1.7674 0.5984
C 0.0773 0.9109 -2.2395
O -1.0052 0.8253 -1.6984
N 0.9260 1.7716 -1.8073
N 0.4616 0.1863 -3.2437
H 0.7077 2.4340 -1.0768
H 1.7997 1.8793 -2.3024
H -0.0528 -0.6271 -3.5502
H 1.4102 0.2772 -3.5782
```

Results
Gap between HOMO and LUMO (eV): 10.430
Total charge: +1
Relative energy (zero: lowest compared OMol25 entry of this formula, charge and spin) (kcal per mole): 118.25
Molecular weight (g/mol): 205.58

***

(2)
Molecular formula: C2H8NO
Method: DFT, ωB97M-V/def2-TZVPD

Structure (XYZ):
```
12
Properties=species:S:1:pos:R:3
N 1.4622 -0.9856 0.2134
H 0.9209 -0.1095 0.2670
H 2.4251 -0.7350 0.0333
H 1.0894 -1.5764 -0.5198
H 1.3994 -1.4617 1.1083
C -0.6498 1.1927 -1.0553
C -1.2278 0.3690 -0.1276
O -0.7476 0.3897 1.1715
H -1.1901 1.2574 -1.9880
H 0.0702 1.8834 -0.6379
H -2.1407 -0.2024 -0.2251
H -1.4112 -0.0215 1.7602
```

Results
Gap between HOMO and LUMO (spin up / spin down) (eV): 2.343 / 7.465
Relative energy (zero: lowest compared OMol25 entry of this formula, charge and spin) (kcal per mole): 84.23
Molecular weight (g/mol): 62.09
Multiplicity: 2

***

(3)
Molecular formula: C2H8NO
Method: DFT, ωB97M-V/def2-TZVPD

Structure (XYZ):
```
12
Properties=species:S:1:pos:R:3
O 0.5421 0.9743 -3.0326
H 0.5090 1.8687 -3.3856
H 1.3565 0.5705 -3.3508
H -1.7269 -0.7715 1.5519
C -0.7962 -0.5405 2.0486
C 0.1985 -0.0844 1.0553
N 0.1278 -0.3964 -0.1880
H -0.4332 -1.4830 2.4782
H -0.8867 0.1756 2.8541
H 1.0478 0.5168 1.3697
H -0.7576 -0.7485 -0.5384
H 0.8189 -0.0816 -0.8624
```

Results
Gap between HOMO and LUMO (eV): 10.587
Total charge: +1
Relative energy (zero: lowest compared OMol25 entry of this formula, charge and spin) (kcal per mole): 9.07
Molecular weight (g/mol): 62.09

***

(4)
Molecular formula: C2H8NO
Method: DFT, ωB97M-V/def2-TZVPD

Structure (XYZ):
```
12
Properties=species:S:1:pos:R:3
C -1.2229 0.5340 -1.0737
C 1.1217 0.3991 -0.5203
N -0.0670 0.6859 -0.2141
H -2.0902 0.9694 -0.5940
H -1.4860 -0.5034 -1.2744
H -1.1301 1.0611 -2.0189
H 1.3640 -0.0910 -1.4513
H 1.8931 0.3216 0.2291
H -0.1937 1.1307 0.6846
H 1.1573 -2.0031 1.8731
H 0.0043 -1.3234 2.5364
O 0.6494 -1.1809 1.8233
```

Results
Gap between HOMO and LUMO (eV): 10.823
Total charge: +1
Relative energy (zero: lowest compared OMol25 entry of this formula, charge and spin) (kcal per mole): 24.85
Molecular weight (g/mol): 62.09

***

(5)
Molecular formula: C2H8NO
Method: DFT, ωB97M-V/def2-TZVPD

Structure (XYZ):
```
12
Properties=species:S:1:pos:R:3
O 0.6837 1.2418 1.7852
H 0.6925 0.4730 0.3437
H 0.6370 0.7879 2.7037
H 0.8485 2.2219 2.1032
C 0.0886 -1.4961 -0.5761
C -0.7947 0.6220 -1.1691
N -0.0544 -0.0509 -0.3776
H 1.1032 -1.7594 -0.3823
H -0.4016 -1.6904 -1.5014
H -0.5656 -2.1139 0.1398
H -0.7371 1.6897 -1.3570
H -1.5001 0.0743 -1.7122
```

Results
Gap between HOMO and LUMO (eV): 11.893
Total charge: +1
Relative energy (zero: lowest compared OMol25 entry of this formula, charge and spin) (kcal per mole): 36.71
Molecular weight (g/mol): 62.09

***

(6)
Molecular formula: C2H8NO
Method: DFT, ωB97M-V/def2-TZVPD

Structure (XYZ):
```
12
Properties=species:S:1:pos:R:3
C -0.1721 -0.1828 -1.3483
C 0.6405 0.8357 -1.5520
N -1.0434 -0.3625 -0.1585
H -0.1538 -1.0458 -1.9966
H 1.3493 0.9181 -2.3476
H 0.6099 1.8203 -1.0878
H -0.3949 -0.3436 0.6249
H -1.6915 0.4064 -0.0568
H -1.6051 -1.2420 -0.0673
H 0.5325 0.3732 3.0728
H 1.2580 -0.9459 2.5883
O 0.6707 -0.2311 2.3289
```

Results
Gap between HOMO and LUMO (eV): 11.924
Total charge: +1
Relative energy (zero: lowest compared OMol25 entry of this formula, charge and spin) (kcal per mole): 24.31
Molecular weight (g/mol): 62.09

***

(7)
Molecular formula: C2H8NO
Method: DFT, ωB97M-V/def2-TZVPD

Structure (XYZ):
```
12
Properties=species:S:1:pos:R:3
O -3.3390 0.3598 0.2384
H 1.9531 0.9428 -0.9774
H -3.8516 0.0258 0.9991
H -4.0905 0.5713 -0.3574
C 1.8747 -0.4967 0.6262
C 0.2085 0.1577 -0.9277
N 1.4167 0.1632 -0.6285
H 2.0028 0.2220 1.4501
H 2.9448 -0.7518 0.5163
H 1.4591 -1.3785 1.0856
H -0.1408 0.2379 -1.9271
H -0.4379 -0.0536 -0.0976
```

Results
Gap between HOMO and LUMO (spin up / spin down) (eV): 11.229 / 3.724
Total charge: +2
Relative energy (zero: lowest compared OMol25 entry of this formula, charge and spin) (kcal per mole): 86.46
Molecular weight (g/mol): 62.09
Multiplicity: 2

***

(8)
Molecular formula: C2H8NO2
Method: DFT, ωB97M-V/def2-TZVPD

Structure (XYZ):
```
13
Properties=species:S:1:pos:R:3
O -0.1402 0.8405 1.2668
C -0.7385 -0.1401 1.0201
C 0.0870 -1.2593 0.1705
N 1.3650 -0.7691 -0.6398
H -1.6489 -0.5809 1.4460
H 0.5174 -1.9126 0.9215
H -0.5101 -1.8209 -0.5075
H 1.8080 -1.4597 -1.1187
H 1.0039 0.0179 -1.1759
H 2.0085 -0.4251 0.0646
H -1.3192 1.3866 -1.9588
H -0.7415 2.0234 -0.6834
O -0.7053 1.2284 -1.2233
```

Results
Gap between HOMO and LUMO (eV): 11.225
Total charge: +1
Relative energy (zero: lowest compared OMol25 entry of this formula, charge and spin) (kcal per mole): 41.04
Molecular weight (g/mol): 78.09

***

(9)
Molecular formula: C2H8NO2P
Method: DFT, ωB97M-V/def2-TZVPD

Structure (XYZ):
```
14
Properties=species:S:1:pos:R:3
C 0.6437 2.0254 -0.0616
C 1.5295 0.9126 -0.5371
N -1.0872 -2.1504 0.0872
O 1.9399 -1.9629 -0.4407
O 2.5059 0.4552 0.4469
P 1.4140 -0.7256 0.1346
H 0.2171 1.7629 0.9045
H -0.1614 2.1979 -0.7719
H 1.2150 2.9452 0.0539
H 1.9646 1.0111 -1.5278
H -0.4044 -2.8939 0.1936
H -1.9118 -2.4048 0.6211
H -1.3486 -2.1409 -0.8917
H 0.6607 -0.7288 1.2758
```

Results
Gap between HOMO and LUMO (eV): 10.843
Relative energy (zero: lowest compared OMol25 entry of this formula, charge and spin) (kcal per mole): 44.24
Molecular weight (g/mol): 109.06

***

(10)
Molecular formula: C2H8NO2P
Method: DFT, ωB97M-V/def2-TZVPD

Structure (XYZ):
```
14
Properties=species:S:1:pos:R:3
C 0.7877 1.5279 0.2155
C -0.8401 -0.9805 0.5315
N -1.9847 -0.2141 -0.0284
O 2.0447 -0.8735 0.7080
O 1.1191 -0.4712 -1.5729
P 0.9946 -0.2000 0.0209
H 0.5771 1.7057 1.3037
H 1.6423 2.0408 0.0022
H -0.1218 1.8637 -0.2543
H -0.5069 -1.8919 -0.0307
H -0.9935 -1.1859 1.5578
H -2.8013 -0.8275 0.2028
H -1.9875 -0.1692 -1.0495
H 2.0704 -0.3243 -1.6067
```

Results
Gap between HOMO and LUMO (eV): 10.023
Relative energy (zero: lowest compared OMol25 entry of this formula, charge and spin) (kcal per mole): 26.34
Molecular weight (g/mol): 109.06

***

(11)
Molecular formula: C2H8NO2PS
Method: DFT, ωB97M-V/def2-TZVPD

Structure (XYZ):
```
15
Properties=species:S:1:pos:R:3
C -2.5299 -0.7244 -0.5451
C 2.5025 0.6000 -0.3519
N -1.3222 0.0427 -0.4576
O -0.0014 0.9019 2.0696
O 1.0972 0.7293 -0.6070
P 0.1174 -0.2744 0.1447
S 0.7773 -2.1032 0.3016
H -2.4433 -1.8435 -0.2735
H -3.3139 -0.5768 0.2848
H -3.0593 -0.6640 -1.5273
H 2.9451 -0.3627 -0.1886
H 2.8938 1.2678 0.3228
H 2.9840 1.0409 -1.2069
H -1.5188 1.0423 -0.2730
H 0.8716 0.9241 2.3075
```

Results
Gap between HOMO and LUMO (eV): 9.674
Relative energy (zero: lowest compared OMol25 entry of this formula, charge and spin) (kcal per mole): 89.23
Molecular weight (g/mol): 141.13

***

(12)
Molecular formula: C2H8NOPS2
Method: DFT, ωB97M-V/def2-TZVPD

Structure (XYZ):
```
15
Properties=species:S:1:pos:R:3
C 0.5802 0.3568 -1.5786
C 0.4551 -1.2791 0.1961
N 0.5689 0.0606 -0.0890
O 0.5128 0.5941 2.3699
P -0.0849 1.1815 0.9992
S 0.0758 3.1229 0.8669
S -2.5126 0.7231 1.0973
H -0.3522 0.3635 -2.1776
H 1.0953 1.2926 -1.7431
H 1.1684 -0.5155 -2.1065
H -0.2486 -1.7287 -0.4496
H 1.4020 -1.8734 0.0048
H 0.2209 -1.4618 1.2577
H 0.3684 1.4547 2.9313
H -2.4880 1.9474 0.7228
```

Results
Gap between HOMO and LUMO (eV): 9.288
Relative energy (zero: lowest compared OMol25 entry of this formula, charge and spin) (kcal per mole): 26.83
Molecular weight (g/mol): 157.20

***

(13)
Molecular formula: C2H8NOS
Method: DFT, ωB97M-V/def2-TZVPD

Structure (XYZ):
```
13
Properties=species:S:1:pos:R:3
C 0.9857 -0.6221 0.8552
C 0.4882 1.5999 -0.0241
N 0.8256 0.1681 -0.3588
O -2.1488 -0.9889 -0.9834
S -2.7796 0.1333 0.0983
H 0.1854 -0.4399 1.5279
H 0.9352 -1.6692 0.6191
H 1.9683 -0.3124 1.3178
H 0.2743 1.7678 1.0038
H 0.2556 2.0971 -1.0284
H -0.0303 -0.1460 -0.9357
H 1.6149 0.1866 -1.0555
H -2.5744 -1.7743 -1.0363
```

Results
Gap between HOMO and LUMO (spin up / spin down) (eV): 8.632 / 7.462
Total charge: +1
Relative energy (zero: lowest compared OMol25 entry of this formula, charge and spin) (kcal per mole): 108.97
Molecular weight (g/mol): 94.16

***

(14)
Molecular formula: C2H8NOS
Method: DFT, ωB97M-V/def2-TZVPD

Structure (XYZ):
```
13
Properties=species:S:1:pos:R:3
C -3.8378 0.4689 0.0015
C -0.0969 0.9242 0.5438
N 3.2857 -1.1359 -0.1444
O -0.9809 0.6107 -0.2024
S 1.5518 0.4566 0.2196
H -4.1050 -0.3500 -0.5364
H -4.2549 1.3695 -0.3289
H -3.0608 0.2344 0.6088
H -0.3446 1.5376 1.4645
H 4.0440 -0.6143 0.2292
H 3.0231 -1.1776 -1.1275
H 3.5783 -2.0235 0.2273
H 1.1981 -0.3006 -0.9551
```

Results
Gap between HOMO and LUMO (spin up / spin down) (eV): 3.823 / 7.591
Total charge: +1
Relative energy (zero: lowest compared OMol25 entry of this formula, charge and spin) (kcal per mole): 140.00
Molecular weight (g/mol): 94.16

***

(15)
Molecular formula: C2H8NOS2
Method: DFT, ωB97M-V/def2-TZVPD

Structure (XYZ):
```
14
Properties=species:S:1:pos:R:3
C 0.0146 0.9022 0.0577
C 0.7240 -1.1825 -0.6679
N -1.3729 0.5606 0.0748
O 0.5739 1.1875 1.2365
S -0.7968 -1.9995 -0.8058
S 1.9421 -1.6189 0.5169
H 0.5395 1.5004 -0.7794
H 1.1634 -0.9635 -1.5593
H -1.5667 0.6406 1.0667
H -2.0295 1.0594 -0.5418
H -1.4815 -0.5216 -0.0698
H 1.4570 0.8546 1.3655
H -0.9126 -2.3352 0.4673
H 2.9145 -0.7952 0.0337
```

Results
Gap between HOMO and LUMO (eV): 8.933
Total charge: +1
Relative energy (zero: lowest compared OMol25 entry of this formula, charge and spin) (kcal per mole): 76.50
Molecular weight (g/mol): 126.23

***

(16)
Molecular formula: C2H8NOSi
Method: DFT, ωB97M-V/def2-TZVPD

Structure (XYZ):
```
13
Properties=species:S:1:pos:R:3
C 1.0654 -0.9523 0.5511
C -0.9087 0.3951 -0.7180
N -1.7493 -0.7425 -0.1300
O 0.2743 -1.7321 0.7776
Si 2.4529 0.1558 -0.0520
H -1.2852 1.4633 -0.4260
H -0.6351 0.1731 -1.6838
H -2.1603 -1.2717 -0.9421
H -2.3483 -0.3666 0.6123
H -1.2649 -1.5666 0.3436
H 3.7124 0.0789 0.6585
H 1.7451 1.4249 -0.3283
H 2.3702 -0.5193 -1.3477
```

Results
Gap between HOMO and LUMO (spin up / spin down) (eV): 7.596 / 7.500
Total charge: +1
Relative energy (zero: lowest compared OMol25 entry of this formula, charge and spin) (kcal per mole): 74.36
Molecular weight (g/mol): 90.18

***

(17)
Molecular formula: C2H8NS
Method: DFT, ωB97M-V/def2-TZVPD

Structure (XYZ):
```
12
Properties=species:S:1:pos:R:3
N -3.9722 1.5357 0.6436
H -3.3862 2.2130 1.1194
H -3.3187 0.7901 0.4536
H -4.3303 1.9944 -0.1849
C 1.4511 -1.1872 1.3811
C 0.7951 -1.1348 -0.0080
S 1.2310 0.2751 -1.1253
H 2.4565 -0.7504 1.2846
H 1.7127 -2.2181 1.6599
H 1.1439 -0.7423 2.3341
H -0.2933 -1.1452 0.1276
H 1.0141 -2.1056 -0.4664
```

Results
Gap between HOMO and LUMO (eV): 5.980
Total charge: -1
Relative energy (zero: lowest compared OMol25 entry of this formula, charge and spin) (kcal per mole): 15.40
Molecular weight (g/mol): 78.16

***

(18)
Molecular formula: C2H8NS
Method: DFT, ωB97M-V/def2-TZVPD

Structure (XYZ):
```
12
Properties=species:S:1:pos:R:3
S 0.4234 1.5328 -1.4930
H -0.9198 1.7164 -1.4559
C 0.1794 -0.2193 1.7825
N 0.1789 -1.0132 0.5698
C -0.9743 -1.8699 0.5196
H 0.3035 -0.8899 2.6368
H -0.7100 0.4146 1.9314
H 1.0271 0.4635 1.7522
H 0.2793 -0.3989 -0.2487
H -1.9914 -1.4438 0.5203
H -0.9272 -2.5948 -0.3006
H -0.9501 -2.5337 1.4015
```

Results
Gap between HOMO and LUMO (eV): 6.909
Total charge: -1
Relative energy (zero: lowest compared OMol25 entry of this formula, charge and spin) (kcal per mole): 8.16
Molecular weight (g/mol): 78.16

***

(19)
Molecular formula: C2H8NS
Method: DFT, ωB97M-V/def2-TZVPD

Structure (XYZ):
```
12
Properties=species:S:1:pos:R:3
C 0.9302 0.3002 -0.0486
C -0.2232 -0.0338 -0.8465
S 2.3223 0.6668 -1.2090
N -1.7881 -0.6068 0.9288
H 1.2572 -0.4767 0.6464
H 0.7301 1.1415 0.6191
H -0.3933 -0.9179 -1.4549
H -0.6983 0.8304 -1.3218
H 3.2740 0.7867 -0.2679
H -2.5634 -0.0343 1.2192
H -1.6570 -1.4384 1.4746
H -1.1905 -0.2177 0.2605
```

Results
Gap between HOMO and LUMO (eV): 6.206
Total charge: +1
Relative energy (zero: lowest compared OMol25 entry of this formula, charge and spin) (kcal per mole): 104.25
Molecular weight (g/mol): 78.16

***

(20)
Molecular formula: C2H8NS
Method: DFT, ωB97M-V/def2-TZVPD

Structure (XYZ):
```
12
Properties=species:S:1:pos:R:3
C 1.4761 1.0593 -1.0456
S 0.3067 0.0239 -1.9717
H 2.2785 1.4567 -1.6592
H 0.9383 1.8967 -0.6035
H 1.9458 0.5031 -0.2360
H 1.0723 -1.0572 -1.9941
C -1.9119 -0.8020 1.4701
N -0.7582 -0.4888 1.0478
H -2.0961 -0.9199 2.5281
H -2.7028 -0.9463 0.7425
H -0.5412 -0.3749 0.0207
H -0.0078 -0.3505 1.7010
```

Results
Gap between HOMO and LUMO (eV): 8.291
Total charge: +1
Relative energy (zero: lowest compared OMol25 entry of this formula, charge and spin) (kcal per mole): 14.96
Molecular weight (g/mol): 78.16